1.
A structure of composition C33H35NOPRu. Source: OMol25; level of theory: ωB97M-V/def2-TZVPD.

Computed properties:
- ⟨S²⟩: 8.8190
- Orbital gap (spin up / spin down): 3.00 / 5.13 eV
- E_LUMO (spin up / spin down): 4.55 / 4.52 eV
- Net charge: -2
- Multiplicity: 6
- DFT total energy: -1844.28337 hartree

Last column: Löwdin spin population.
Element x y z (Å)
Ru: -0.102 -1.323 -0.364  1.609
C: -0.019 -1.560 2.335  0.190
C: -1.414 -1.589 2.446  0.071
C: -1.923 -2.438 1.399  0.220
H: -2.017 -1.182 3.286  0.001
C: -0.809 -2.970 0.668  -0.009
C: 0.395 -2.417 1.276  0.024
H: 1.400 -2.866 1.161  0.003
H: 0.641 -0.934 2.978  0.015
H: -2.998 -2.738 1.252  0.014
H: -0.859 -3.884 0.035  0.000
C: 0.719 -0.726 -2.364  0.060
C: 1.572 -1.565 -1.539  0.005
C: 0.969 -2.887 -1.569  0.080
H: 2.496 -1.312 -1.063  0.002
C: -0.175 -2.837 -2.395  0.060
C: -0.323 -1.529 -2.900  0.114
H: -1.086 -1.177 -3.612  0.008
H: 0.926 0.321 -2.603  0.004
H: 1.428 -3.759 -1.100  0.008
H: -0.801 -3.713 -2.666  0.004
O: -2.327 0.583 0.006  0.357
C: -4.415 -3.251 -2.345  0.119
C: -4.685 -2.157 -1.500  0.002
C: -3.748 -4.399 -1.650  0.016
C: -3.903 -2.748 -3.717  0.013
C: -3.268 -0.293 -0.436  0.345
H: -4.959 -2.351 -0.453  0.007
H: -5.136 -1.243 -1.955  0.009
H: -4.067 0.200 -1.155  0.056
H: -4.038 -0.745 0.389  0.058
H: -3.954 -5.461 -1.866  0.003
H: -3.944 -4.184 -0.579  0.000
H: -2.612 -4.249 -1.830  0.005
H: -4.357 -3.032 -4.691  0.002
H: -2.773 -2.990 -3.817  0.003
H: -3.976 -1.625 -3.569  0.001
N: 0.427 0.249 0.200  0.374
P: 1.302 1.563 0.697  0.236
C: 1.212 2.806 -0.563  0.159
C: 0.308 3.877 -0.456  0.092
C: 0.271 4.852 -1.451  0.056
C: 1.122 4.770 -2.557  0.184
C: 2.025 3.703 -2.666  0.027
C: 2.074 2.722 -1.674  0.125
C: 0.591 2.081 2.231  0.034
C: 1.423 2.250 3.355  0.025
C: 0.881 2.721 4.549  0.006
C: -0.486 3.007 4.638  0.038
C: -1.316 2.823 3.523  0.001
C: -0.787 2.357 2.317  0.036
C: 2.984 1.039 0.901  0.037
C: 3.988 2.020 0.814  0.016
C: 5.322 1.684 1.041  0.009
C: 5.674 0.356 1.318  0.005
C: 4.680 -0.622 1.394  0.005
C: 3.336 -0.285 1.223  0.012
H: -0.359 3.938 0.403  0.004
H: -0.430 5.686 -1.363  0.000
H: 1.088 5.534 -3.340  0.017
H: 2.695 3.628 -3.526  -0.003
H: 2.793 1.900 -1.763  0.010
H: 2.485 2.007 3.286  0.001
H: 1.532 2.862 5.415  0.000
H: -0.907 3.371 5.579  0.003
H: -2.385 3.047 3.589  -0.001
H: -1.438 2.207 1.447  0.003
H: 3.720 3.047 0.560  0.007
H: 6.087 2.456 0.994  0.001
H: 6.723 0.092 1.471  0.001
H: 4.947 -1.667 1.590  0.001
H: 2.560 -1.049 1.327  0.001

---

2.
A structure of composition C33H36AgN2O3SSi. Source: OMol25; level of theory: ωB97M-V/def2-TZVPD.

Computed properties:
- Orbital gap: 6.83 eV
- E_LUMO: 2.49 eV
- Net charge: -1
- DFT total energy: -2449.10488 hartree

Last column: Mulliken charge in e.
Element x y z (Å)
Ag: 0.869 -1.756 0.575  0.191
O: -0.305 -0.647 3.259  -0.656
C: -1.167 -0.425 2.441  -0.066
N: -2.352 0.245 2.737  -0.111
C: -3.274 0.166 1.640  3.062
C: -2.356 -0.490 0.573  -0.625
O: -2.742 -0.662 -0.580  -0.773
N: -1.150 -0.769 1.087  -0.138
C: -4.506 -0.680 1.971  -0.334
C: -5.028 -1.629 1.100  -0.049
C: -6.174 -2.337 1.442  -0.987
C: -6.817 -2.106 2.647  -0.369
C: -6.304 -1.155 3.519  -0.983
C: -5.162 -0.450 3.177  -0.294
C: -3.741 1.543 1.162  -0.623
C: -3.460 2.679 1.907  -0.148
C: -3.908 3.929 1.495  -0.869
C: -4.643 4.054 0.328  -0.372
C: -4.929 2.918 -0.421  -0.959
C: -4.487 1.672 -0.008  0.022
H: -2.635 0.237 3.703  0.272
H: -4.528 -1.811 0.160  0.514
H: -6.561 -3.080 0.756  0.410
H: -7.710 -2.660 2.907  0.379
H: -6.795 -0.957 4.463  0.372
H: -4.792 0.304 3.863  0.333
H: -2.854 2.591 2.799  0.434
H: -3.671 4.804 2.087  0.391
H: -4.990 5.026 0.003  0.389
H: -5.500 3.003 -1.337  0.390
H: -4.700 0.791 -0.595  0.440
C: 4.286 1.301 4.454  -0.315
C: 3.426 1.622 3.412  -0.712
C: 3.099 0.668 2.461  0.197
C: 3.635 -0.623 2.495  0.061
C: 4.493 -0.921 3.557  -0.405
C: 4.814 0.021 4.527  -0.544
Si: 3.203 -1.916 1.171  0.586
C: 4.360 -1.469 -0.277  0.193
C: 4.206 -0.274 -0.987  -0.284
C: 5.040 0.068 -2.042  -0.638
C: 6.052 -0.797 -2.438  -0.396
C: 6.225 -1.992 -1.756  -0.522
C: 5.395 -2.313 -0.688  -0.349
H: 4.532 2.038 5.209  0.354
H: 2.990 2.612 3.353  0.351
H: 2.383 0.926 1.686  0.141
H: 4.926 -1.912 3.628  0.269
H: 5.480 -0.247 5.339  0.351
H: 3.873 -3.147 1.694  -0.400
H: 3.409 0.408 -0.705  0.297
H: 4.895 1.010 -2.560  0.368
H: 6.700 -0.540 -3.268  0.377
H: 7.013 -2.675 -2.049  0.367
H: 5.557 -3.246 -0.161  0.298
C: -0.352 2.125 -1.120  -0.028
C: -0.392 1.697 -2.583  -0.606
C: -0.585 0.194 -2.748  -0.213
S: 0.818 -0.773 -2.199  0.900
O: 0.326 -2.198 -2.122  -0.817
C: 1.869 -0.666 -3.648  -0.446
C: 1.387 -1.458 -4.856  -0.333
C: 2.501 -1.591 -5.888  -1.390
H: -0.180 3.199 -1.027  0.488
H: 0.433 1.609 -0.565  -0.277
H: -1.298 1.888 -0.633  -0.176
H: 0.505 2.040 -3.113  0.237
H: -1.233 2.185 -3.083  0.417
H: -0.815 -0.107 -3.772  0.472
H: -1.392 -0.160 -2.100  -0.241
H: 2.838 -1.038 -3.309  0.100
H: 1.996 0.399 -3.864  0.398
H: 0.518 -0.974 -5.309  0.259
H: 1.053 -2.438 -4.515  0.319
H: 2.836 -0.617 -6.250  0.318
H: 2.180 -2.171 -6.755  0.409
H: 3.368 -2.092 -5.454  0.321